1.
# C5H10O

A single C5H10O molecule (the ωB97M-V functional and the def2-TZVPD basis, OMol25).

The geometry in ORCA input format:
```
! RIJCOSX wB97M-V def2-TZVPD def2/J DEFGRID3
* xyz 0 1
H -0.58 -1.13 -0.64
H 1.80 -1.23 -0.73
H -0.14 1.83 -0.10
H 2.17 -1.58 0.99
C 1.07 0.25 0.69
H -2.49 1.14 0.17
C -0.94 -0.09 -0.72
H -2.91 -0.58 0.06
H -1.77 -0.03 1.29
C 0.24 0.86 -0.42
C 2.08 -0.79 0.24
H -1.27 0.04 -1.75
H 0.86 0.99 -1.32
H 3.06 -0.31 0.12
O 0.91 0.52 1.86
C -2.09 0.12 0.26
*
```

The LUMO energy is 1.00 eV. As for the SMILES: CCCC(C)=O. As for the total energy: -271.7486 hartree. The maximum force comes out at 0.66 eV/A.

Here are the Mulliken charges for atoms 1 to 2, given in e: 0.283, 0.333



2.
# C5H10O

C5H10O as an isolated structure at a distorted geometry (the ωB97M-V functional and the def2-TZVPD basis, OMol25).

The geometry in ORCA input format:
```
! RIJCOSX wB97M-V def2-TZVPD def2/J DEFGRID3
* xyz 0 1
H -1.97 0.48 -0.77
H 1.07 -1.19 1.04
O -0.59 0.36 1.62
H -1.31 -1.54 1.48
C 2.23 0.70 -0.66
C -2.18 -0.40 -0.14
C -1.08 -0.69 0.84
H -2.35 -1.27 -0.79
H 0.13 0.54 -1.35
H -3.10 -0.19 0.42
C 0.75 0.42 -0.45
H 2.70 0.13 -1.47
H 0.22 1.02 0.40
H 2.37 1.76 -0.90
H 2.80 0.50 0.25
C 0.33 -0.63 0.47
*
```

The LUMO energy is 1.01 eV. As for the total energy: -271.6337 hartree. The maximum force comes out at 2.87 eV/A.

Here are the Mulliken charges for atoms 1 to 2, given in e: 0.301, 0.373



3.
# C5H10O

A 2-piece molecular cluster, C5H10O overall at a distorted geometry (the ωB97M-V functional and the def2-TZVPD basis, OMol25).

The geometry in ORCA input format:
```
! RIJCOSX wB97M-V def2-TZVPD def2/J DEFGRID3
* xyz 0 1
H -0.51 2.53 0.86
C 0.06 2.49 -0.15
H -0.06 -3.24 1.02
H 0.79 3.24 -0.06
H -1.50 0.00 -1.21
H 0.92 0.50 0.33
H 0.73 -1.96 0.06
H -0.67 2.86 -0.92
H -0.38 0.62 -2.45
C 0.59 -2.35 1.08
O -1.37 -1.21 1.86
H -0.02 -0.83 -1.53
H 1.61 -2.62 1.30
C 0.35 1.07 -0.46
C -0.37 0.20 -1.42
C -0.18 -1.30 1.69
*
```

The LUMO energy (alpha / beta) is 0.15 / 0.56 eV. As for the total energy: -271.5925 hartree. The maximum force comes out at 3.67 eV/A.

Here are the Mulliken charges for atoms 1 to 2, given in e: 0.197, -0.957



4.
# C5H10O

A single C5H10O molecule at a distorted geometry (the ωB97M-V functional and the def2-TZVPD basis, OMol25).

The geometry in ORCA input format:
```
! RIJCOSX wB97M-V def2-TZVPD def2/J DEFGRID3
* xyz 0 1
O 0.10 -0.55 -2.09
H -0.86 -1.89 0.01
H 0.93 -1.50 1.75
H -0.64 -1.08 2.45
H -1.52 1.13 0.36
H 0.71 1.77 0.15
C 1.04 1.07 -0.60
H 1.23 1.70 -1.50
H -2.33 -0.05 -0.78
H 0.85 0.01 -2.26
H 0.45 0.19 1.89
C 0.08 -0.81 1.68
C -1.43 0.23 -0.23
C -0.55 -0.88 0.31
C -0.07 -0.01 -0.81
H 2.02 0.67 -0.32
*
```

The LUMO energy is 1.00 eV. As for the SMILES: C[C@H]1C[C@]1(C)O. As for the total energy: -271.6983 hartree. The maximum force comes out at 1.88 eV/A.

Here are the Mulliken charges for atoms 1 to 2, given in e: -0.559, 0.356



5.
# C5H10O

A single C5H10O molecule (the ωB97M-V functional and the def2-TZVPD basis, OMol25).

The geometry in ORCA input format:
```
! RIJCOSX wB97M-V def2-TZVPD def2/J DEFGRID3
* xyz 0 1
H 2.01 -1.25 -0.07
C 0.85 0.57 -0.45
C -1.68 1.06 -0.37
C -0.86 -1.15 0.59
H 2.91 0.25 0.12
H 1.75 -0.25 1.36
H 1.04 0.53 -1.53
H -2.64 0.89 0.13
H 0.91 1.62 -0.17
C 1.93 -0.22 0.28
H -1.78 -1.63 0.24
H -1.43 2.11 -0.56
O -1.39 0.17 -1.44
H -0.05 -1.88 0.54
H -1.00 -0.88 1.65
C -0.59 0.08 -0.26
*
```

The LUMO energy is 1.02 eV. As for the SMILES: CC[C@@]1(C)CO1. As for the total energy: -271.7053 hartree. The maximum force comes out at 0.40 eV/A.

Here are the Mulliken charges for atoms 1 to 2, given in e: 0.311, -0.372



6.
# C5H10O

A single C5H10O molecule at a distorted geometry (the ωB97M-V functional and the def2-TZVPD basis, OMol25).

The geometry in ORCA input format:
```
! RIJCOSX wB97M-V def2-TZVPD def2/J DEFGRID3
* xyz 0 1
H -2.63 0.94 0.83
H 1.22 -1.47 -0.42
H 1.95 -1.29 1.12
H -2.48 1.13 -0.93
O 2.39 1.10 -1.00
H -1.17 -1.17 0.69
C -2.42 0.40 -0.10
C -1.09 -0.37 -0.06
H 0.20 0.95 1.17
H 3.69 -0.03 -0.01
H -0.97 -0.85 -1.04
C 2.63 0.16 -0.29
H 0.30 1.16 -0.55
H -3.23 -0.31 -0.26
C 0.21 0.38 0.24
C 1.52 -0.67 0.27
*
```

The LUMO energy is 1.08 eV. As for the SMILES: CCCCC=O. As for the total energy: -271.7059 hartree. The maximum force comes out at 1.76 eV/A.

Here are the Mulliken charges for atoms 1 to 2, given in e: 0.319, 0.283